{"formula": "C41H37FeN3O2P2S2", "method": "ωB97M-V/def2-TZVPD", "mol_weight_g_mol": 785.693, "homo_lumo_gap_ev": [7.5, 6.6], "e_homo_ev": [-7.5, -7.5], "spin_multiplicity": 5, "max_force_ha_per_bohr": 0.0756, "symbols": ["Fe", "S", "C", "N", "C", "C", "C", "C", "C", "C", "S", "H", "H", "H", "H", "C", "N", "C", "P", "C", "C", "C", "C", "C", "C", "C", "C", "C", "C", "C", "C", "C", "C", "C", "C", "C", "C", "P", "C", "C", "C", "C", "C", "C", "C", "C", "C", "C", "C", "C", "H", "H", "H", "H", "H", "H", "H", "H", "H", "H", "H", "H", "H", "H", "H", "H", "H", "H", "H", "H", "H", "H", "H", "H", "H", "H", "H", "H", "H", "N", "C", "C", "O", "O", "H", "H", "H", "H"], "xyz": [[0.0933, -0.0318, 1.1208], [-1.4612, -2.2303, 3.8263], [0.1513, -2.0228, 3.4994], [0.7283, -1.0917, 2.7313], [2.0857, -1.2237, 2.8209], [3.0348, -0.2409, 2.4734], [4.3874, -0.4737, 2.8011], [4.8221, -1.7600, 3.1867], [3.8922, -2.7404, 3.5025], [2.5487, -2.4418, 3.4653], [1.1766, -3.1740, 4.2418], [2.7181, 0.7280, 2.0455], [5.1567, 0.3596, 2.6346], [5.8957, -1.8728, 3.1012], [4.2147, -3.6849, 3.8531], [0.3213, 0.3115, -2.2634], [-1.0648, 0.5277, -1.9961], [-1.7541, -0.7198, -1.6285], [-1.6061, -1.2268, 0.2290], [-3.1998, -0.5913, 0.7918], [-4.0572, -1.2270, 1.7143], [-5.0023, -0.6053, 2.4379], [-5.2425, 0.7489, 2.2071], [-4.5397, 1.3860, 1.1826], [-3.4734, 0.7025, 0.5156], [-1.6753, -3.0804, 0.3213], [-2.8958, -3.7252, -0.0386], [-3.0108, -5.1046, -0.1086], [-1.9463, -5.8526, 0.2125], [-0.7473, -5.3090, 0.6650], [-0.5961, -3.8937, 0.6823], [-1.7364, 1.4516, -2.8685], [-3.0797, 1.2924, -3.3275], [-3.6357, 2.3685, -4.0594], [-2.8616, 3.4312, -4.5879], [-1.5145, 3.4501, -4.3183], [-0.9835, 2.5756, -3.3621], [1.3973, 0.3969, -0.7009], [2.7224, -0.7802, -1.3154], [3.4714, -0.6409, -2.4476], [4.6397, -1.3929, -2.6870], [5.1351, -2.1836, -1.6218], [4.3373, -2.3461, -0.4875], [3.0870, -1.7511, -0.3962], [2.0214, 2.0551, -0.6386], [3.3898, 2.2079, -0.5442], [3.9726, 3.4606, -0.7334], [3.1253, 4.5125, -1.0329], [1.7258, 4.4065, -1.1493], [1.1728, 3.1573, -0.8560], [0.7121, 1.0321, -2.9726], [0.4782, -0.7326, -2.6617], [-1.4924, -1.5711, -2.2846], [-2.8565, -0.6683, -1.7466], [-3.8277, -2.2588, 2.0665], [-5.4791, -1.2052, 3.1924], [-5.8424, 1.3540, 2.8965], [-4.7806, 2.4076, 0.9601], [-2.8383, 1.2366, -0.1589], [-3.7550, -3.0554, -0.1355], [-4.0108, -5.5755, -0.3371], [-1.9554, -6.9524, 0.2264], [0.0886, -5.8777, 1.1147], [0.3710, -3.5058, 1.0186], [-3.8001, 0.4956, -2.9910], [-4.7600, 2.4566, -4.0980], [-3.2397, 4.1617, -5.3164], [-0.8814, 4.2050, -4.8157], [0.0111, 2.7992, -3.0003], [3.1755, 0.1337, -3.1426], [5.1281, -1.2665, -3.6283], [6.0872, -2.7409, -1.6508], [4.7004, -3.0626, 0.3004], [2.3457, -1.9774, 0.4119], [3.9910, 1.3293, -0.2711], [5.0105, 3.6547, -0.5567], [3.5636, 5.5812, -1.0819], [1.0539, 5.2827, -1.4197], [0.0934, 2.9488, -0.8326], [-0.2779, 1.9609, 1.6381], [-1.4063, 2.5520, 2.5510], [-2.4863, 3.4082, 1.7860], [-3.6194, 3.6904, 2.2543], [-2.1622, 3.8794, 0.6522], [0.6583, 2.3863, 1.9293], [-0.4858, 2.4172, 0.7337], [-0.9170, 3.2670, 3.2458], [-1.9349, 1.6986, 3.0306]], "mulliken_spin": [3.64, 0.03, 0.02, 0.10, 0.00, 0.00, 0.00, 0.01, 0.00, 0.01, 0.00, 0.02, 0.00, 0.00, 0.00, -0.02, 0.05, -0.03, 0.05, 0.00, 0.01, 0.00, 0.01, 0.00, 0.01, -0.03, 0.00, 0.00, 0.00, 0.00, 0.01, 0.00, 0.00, 0.00, 0.00, 0.00, 0.00, -0.01, -0.02, -0.01, 0.00, 0.00, 0.00, 0.00, 0.01, 0.01, 0.00, 0.01, 0.00, 0.00, 0.00, -0.01, 0.01, -0.01, 0.00, 0.00, 0.00, 0.00, -0.01, 0.00, 0.00, 0.00, 0.00, 0.01, 0.00, 0.00, 0.00, 0.00, 0.00, 0.00, 0.00, 0.00, 0.00, 0.04, 0.00, 0.00, 0.00, 0.00, 0.00, 0.09, 0.03, 0.00, 0.00, 0.00, 0.01, -0.02, 0.00, 0.00]}